1.
C5H8O2 | ωB97M-V/def2-TZVPD

electronic energy	-345.66012	Eh
relative energy (zero: lowest compared OMol25 entry of this formula, charge and spin)	380.3	kJ/mol
LUMO energy	1.0	eV
strongest force on any atom	0.0486	Eh/bohr

The geometry in XYZ format:
```
15
Properties=species:S:1:pos:R:3:forces:R:3
C 1.656 -0.593 0.330 0.4147 -0.2523 0.0122
C 0.388 0.135 0.563 0.9163 0.1656 -0.6015
C 0.080 1.218 -0.646 -0.7960 -0.4816 2.3200
O -0.879 0.727 -1.588 -0.0324 -0.2653 -0.3524
C -1.293 0.760 -0.266 -1.5677 0.4585 -0.4187
C -0.972 -0.577 0.388 0.1206 0.6911 0.0599
O -0.967 -1.702 -0.448 -0.1513 0.2946 -0.2263
H 2.433 0.171 0.279 0.2778 -0.3215 0.0279
H 1.560 -1.075 -0.645 0.3150 -0.1603 0.1334
H 1.869 -1.336 1.097 0.1671 -0.0641 -0.0107
H 0.317 0.648 1.543 0.2880 0.1389 -0.6891
H 0.171 2.306 -0.730 0.5975 -0.5224 0.3636
H -1.868 1.520 0.224 -1.2174 0.1254 -0.6541
H -1.596 -0.830 1.254 0.6285 0.2573 -0.0083
H -0.899 -1.371 -1.357 0.0393 -0.0638 0.0440
```
Forces are in eV/Å.

---

2.
C8H17O5Pt | ωB97M-V/def2-TZVPD

electronic energy	-810.25408	Eh
relative energy (zero: lowest compared OMol25 entry of this formula, charge and spin)	5.5	kJ/mol
LUMO energy	-3.3	eV
total charge	+1
strongest force on any atom	0.0067	Eh/bohr

The geometry in XYZ format:
```
31
Properties=species:S:1:pos:R:3:forces:R:3
Pt -0.433 0.253 0.346 0.0022 -0.0792 0.3362
C -0.143 0.290 -2.640 -0.0329 -0.1103 -0.0405
O -0.979 0.764 -1.556 -0.1508 0.0642 0.0585
C -1.219 2.192 -1.547 0.1625 -0.0072 0.0258
C -0.026 2.887 -0.933 -0.0735 0.0248 -0.0165
O 0.152 2.273 0.356 -0.0894 0.0390 -0.0378
C 1.165 2.867 1.185 0.0488 -0.0476 -0.0654
H -0.580 0.636 -3.575 -0.0088 -0.0093 0.0014
H -0.172 -0.794 -2.591 0.0052 -0.0040 0.0137
H 0.878 0.650 -2.530 -0.0057 0.0045 0.0016
H -2.100 2.329 -0.924 -0.0365 0.0234 -0.0526
H -1.423 2.532 -2.562 0.0463 -0.0030 -0.0147
H -0.229 3.951 -0.802 0.0026 -0.0014 0.0273
H 0.886 2.765 -1.522 -0.0020 -0.0010 -0.0099
H 0.920 3.917 1.335 0.0057 0.0026 0.0056
H 2.145 2.766 0.718 -0.0025 -0.0147 0.0000
H 1.136 2.345 2.136 -0.0039 0.0225 0.0116
C -1.346 -1.393 3.880 -0.0447 0.0152 -0.0309
C -0.506 -1.612 2.646 0.0383 -0.0480 -0.0930
C 0.679 -2.532 2.867 -0.0142 0.0056 0.0567
O 0.043 -0.265 2.239 0.0632 -0.0259 0.0891
C -1.332 -2.153 1.473 -0.0837 -0.0101 0.0019
O -2.010 -3.128 1.630 0.0645 -0.0182 0.0065
O -1.203 -1.536 0.310 0.1064 0.1351 -0.2343
H -0.727 -1.050 4.709 -0.0005 0.0038 -0.0050
H -1.813 -2.339 4.148 -0.0004 -0.0017 -0.0041
H -2.135 -0.665 3.691 0.0033 0.0046 0.0034
H 1.269 -2.205 3.726 0.0064 0.0116 -0.0105
H 1.310 -2.584 1.977 -0.0064 -0.0173 -0.0073
H 0.307 -3.534 3.072 -0.0003 0.0031 0.0112
H 1.001 -0.308 2.367 0.0008 0.0389 -0.0281
```
Forces are in eV/Å.

---

3.
C2H5OS | ωB97M-V/def2-TZVPD

electronic energy	-552.61540	Eh
relative energy (zero: lowest compared OMol25 entry of this formula, charge and spin)	110.2	kJ/mol
LUMO energy	4.4	eV
total charge	-1
strongest force on any atom	0.1083	Eh/bohr

The geometry in XYZ format:
```
9
Properties=species:S:1:pos:R:3:forces:R:3
S -1.416 -0.322 1.928 -0.4004 -0.7867 1.4603
H -2.235 -0.818 1.017 -0.2586 -0.1572 -0.4074
C 0.980 -0.554 -0.663 -1.4477 1.2831 0.9254
C 0.455 0.759 -0.759 1.2977 -4.2415 3.3661
O -0.129 1.403 0.242 0.1215 -0.9520 -0.7964
H 1.709 -1.088 -1.254 -0.2459 0.5921 -1.0594
H 0.656 -1.224 0.166 0.3834 1.1226 -0.2058
H 0.460 1.290 -1.614 0.6826 1.8585 -3.0870
H -0.479 0.554 0.937 -0.1326 1.2810 -0.1958
```
Forces are in eV/Å.

---

4.
C19H68N6O23 | ωB97M-V/def2-TZVPD

electronic energy	-2823.79428	Eh
relative energy (zero: lowest compared OMol25 entry of this formula, charge and spin)	0.0	kJ/mol
LUMO energy	0.1	eV
strongest force on any atom	0.0599	Eh/bohr

The geometry in XYZ format:
```
116
Properties=species:S:1:pos:R:3:forces:R:3
C 11.246 9.910 9.579 0.3535 1.2260 1.3626
O 10.506 9.844 10.600 1.1468 -0.3330 -1.2600
N 10.936 9.266 8.431 0.3142 0.1185 -0.3572
N 12.411 10.665 9.597 -1.8893 -1.3594 0.9916
H 11.536 9.348 7.621 -0.2431 0.0354 0.2662
H 9.969 9.061 8.270 -0.1554 -0.1451 0.0600
H 12.654 10.996 10.541 0.2651 0.0485 -1.2015
H 12.892 10.905 8.752 0.4304 0.1342 0.2552
C 12.048 14.886 16.853 -1.1040 -1.0923 1.8088
O 12.158 15.849 16.104 -0.1573 0.6428 -0.9568
N 10.804 14.437 17.248 -0.4184 0.1950 0.3060
N 13.067 14.206 17.414 0.7553 -1.2087 -0.5402
H 10.038 15.107 17.287 0.5160 -0.1807 -0.3090
H 10.801 13.741 17.997 -0.0201 0.2767 -0.3475
H 13.949 14.241 16.842 -1.0525 -0.3553 0.9406
H 12.783 13.306 17.913 0.7073 1.5754 -0.8273
C 10.919 11.286 17.695 -0.9555 0.6830 -1.4375
O 11.350 12.044 18.540 1.7404 0.4509 1.5944
N 11.557 10.977 16.546 0.6901 -0.2695 -0.0098
N 9.669 10.845 17.778 -2.0161 -0.4547 0.8585
H 11.010 10.738 15.747 -0.2526 -0.3740 -0.3445
H 12.396 11.483 16.374 0.4733 0.2685 -0.1912
H 9.112 10.649 16.954 0.4322 -0.4382 0.0799
H 9.172 11.194 18.591 0.1546 -0.1421 -0.3227
C 16.403 11.535 9.827 -0.8634 -0.3927 1.1951
C 15.629 12.309 10.894 0.9145 0.4661 -0.6965
O 14.886 11.364 11.619 -0.6072 0.1976 0.0192
O 15.498 11.432 8.756 -0.4842 0.1536 -0.8844
H 16.537 10.515 10.267 0.5114 0.7877 -0.3071
H 17.329 12.006 9.498 0.1128 -0.0149 0.2013
H 15.003 13.070 10.369 0.2481 -0.4609 0.3377
H 16.323 12.843 11.540 0.1332 0.1518 0.2682
H 14.124 11.829 11.992 -0.1346 -0.2272 0.4953
H 15.578 10.559 8.401 0.0304 -0.6401 -0.4928
C 10.233 14.610 7.546 -0.3179 -1.4917 0.1307
C 8.711 14.379 7.581 -0.4269 0.1953 -0.2917
O 8.079 14.444 8.853 0.8129 0.4730 -0.1515
O 10.634 15.647 8.389 0.1876 0.8599 0.5104
H 10.519 14.831 6.498 -0.0012 -0.0609 0.5991
H 10.758 13.674 7.886 -0.3888 0.4840 -0.4684
H 8.473 13.424 7.129 0.2046 -0.4482 -0.2718
H 8.218 15.120 6.947 0.0559 0.1803 0.2303
H 8.396 13.697 9.383 -0.0799 -0.3090 0.1328
H 9.995 15.706 9.122 0.1049 -0.1198 -0.3158
C 7.473 12.825 14.738 -1.7640 1.0475 -0.3722
C 7.511 13.329 16.112 0.4774 2.4189 1.8459
O 6.288 13.234 16.835 -1.2054 0.6258 -0.0505
O 6.962 11.534 14.761 -1.5556 -1.8672 0.4357
H 8.472 12.911 14.380 0.9433 -0.6608 -0.6262
H 6.830 13.429 14.068 0.3269 0.1431 0.3329
H 7.957 14.347 16.176 -0.6023 -0.3113 -0.3770
H 8.215 12.777 16.708 0.3021 -0.7744 0.1170
H 5.694 14.032 16.798 1.2997 -1.0045 -0.3891
H 6.114 11.529 15.304 1.6035 0.3841 -0.9438
C 9.205 16.164 14.015 0.5167 0.9997 1.9145
C 7.905 16.827 13.888 -1.6375 1.2441 0.0436
O 6.974 16.495 14.941 0.9625 -0.0982 -0.2864
O 9.569 16.602 15.341 0.8147 -0.4896 -0.1552
H 9.909 16.514 13.277 0.2758 0.2296 -0.3678
H 9.131 15.107 13.972 -0.0655 -1.2259 -0.0422
H 7.427 16.545 12.985 -0.5511 -0.0212 -1.0268
H 8.064 17.927 13.936 -0.0333 -0.5422 -0.3567
H 7.530 16.657 15.716 -0.2920 -0.0633 0.2905
H 10.490 16.343 15.542 0.0450 0.0689 -0.0013
C 14.259 17.678 9.397 0.5188 1.5081 0.1618
C 14.407 16.429 8.626 -0.4996 -1.0864 -1.5073
O 13.623 15.376 9.099 -1.2707 -1.7922 1.5894
O 12.917 18.097 9.424 -0.2524 0.6289 -0.5829
H 14.806 18.518 8.883 -0.2141 -0.8986 0.6768
H 14.578 17.560 10.428 0.5794 0.0130 0.1773
H 15.387 15.967 8.541 0.5141 0.6739 0.1548
H 14.018 16.591 7.636 0.3130 0.6081 -0.8625
H 12.697 15.344 8.791 0.4586 0.8221 -0.1104
H 12.434 17.491 9.969 -0.4515 -0.4956 0.3754
C 12.362 18.996 15.168 -1.0298 1.0640 0.4114
C 13.835 18.742 15.192 -0.6748 0.3550 0.2639
O 14.072 17.375 15.314 1.7739 -0.4573 -0.1423
O 12.108 20.273 14.501 -1.3811 -0.2441 1.5888
H 12.001 19.087 16.209 -0.0539 -0.2785 -0.3534
H 11.827 18.155 14.697 0.1213 0.4308 -0.1275
H 14.264 19.373 16.008 0.1129 -0.6800 -0.4770
H 14.208 19.094 14.240 0.4648 0.1141 -0.2855
H 13.346 16.766 15.570 -0.1582 0.5621 0.2095
H 11.367 20.685 15.040 1.3912 -0.5950 -1.2740
C 12.495 8.485 13.322 0.4938 -1.1609 0.7709
C 11.825 7.162 12.870 0.4453 0.4905 -0.3718
O 11.596 7.213 11.447 -0.1628 0.1519 0.3341
O 11.605 9.527 13.072 -1.2252 1.3403 -1.4414
H 13.453 8.647 12.777 -0.3721 -0.1075 0.6345
H 12.571 8.502 14.464 0.5626 -0.3260 -1.5752
H 10.966 7.108 13.556 -0.3040 -0.4764 -0.8075
H 12.432 6.256 12.907 0.2575 0.2604 0.9917
H 10.678 7.314 11.185 -0.1371 0.2383 0.3506
H 11.332 9.601 12.093 0.1848 -0.4733 1.0870
C 11.739 13.110 13.167 -1.1178 -0.3574 1.0154
C 12.030 14.028 12.032 -1.5094 0.8318 0.2640
O 11.737 13.366 10.804 0.3354 0.0835 -0.1302
O 12.594 12.009 13.164 0.6617 -0.7286 -0.1696
H 10.631 12.876 13.128 1.0365 -0.3517 -0.1909
H 11.845 13.601 14.149 0.0975 0.3891 -0.3826
H 13.035 14.420 12.018 0.3177 0.1961 0.1320
H 11.268 14.830 12.230 0.8838 -0.0256 -0.6548
H 12.452 13.532 10.172 -0.1573 0.1028 0.1292
H 12.180 11.116 13.133 -0.2070 0.2486 0.1790
O 8.883 9.565 15.374 -0.6750 -0.1139 -0.7129
H 9.218 9.493 14.467 0.1764 -0.0367 0.2079
H 7.937 9.788 15.218 0.7271 0.1608 0.1417
O 16.527 16.159 14.377 -0.2109 -0.8914 -0.9361
H 15.785 16.707 14.637 -0.7121 0.2620 0.3900
H 17.254 16.395 14.924 0.8585 0.4887 0.6866
O 15.094 13.716 15.482 0.3505 -0.1420 0.0646
H 15.989 14.069 15.357 -0.3499 0.1963 -0.2306
H 14.968 13.053 14.797 -0.0125 -0.0069 -0.0640
O 9.261 12.219 10.199 0.3163 2.5546 -1.6074
H 9.158 11.535 10.803 -0.3358 -2.1365 1.5055
H 10.124 12.614 10.428 -0.0665 -0.1024 -0.1394
```
Forces are in eV/Å.

---

5.
C2H2N2OSi | ωB97M-V/def2-TZVPD

electronic energy	-551.44542	Eh
relative energy (zero: lowest compared OMol25 entry of this formula, charge and spin)	506.1	kJ/mol
LUMO energy (alpha / beta)	-4.4 / -4.5	eV
strongest force on any atom	0.1126	Eh/bohr

The geometry in XYZ format:
```
8
Properties=species:S:1:pos:R:3:forces:R:3
C -2.367 -0.623 -0.379 5.1275 0.8225 1.8784
C 1.354 0.697 -1.098 -0.0113 -0.3874 1.1427
N -3.383 -1.033 -0.650 -3.3990 -1.1399 -0.9926
N 2.039 0.849 -2.021 -0.7309 -0.0152 0.6586
O -0.371 -0.988 0.600 -4.3680 -2.6743 -0.9877
Si 0.636 0.182 0.682 2.7571 4.9641 -1.1389
H 1.726 -0.502 1.305 0.7573 -0.7283 0.4078
H 0.366 1.418 1.560 -0.1328 -0.8415 -0.9683
```
Forces are in eV/Å.

---

6.
CHBeBr3N2NaO6 | ωB97M-V/def2-TZVPD

electronic energy	-8498.16188	Eh
relative energy (zero: lowest compared OMol25 entry of this formula, charge and spin)	11.4	kJ/mol
LUMO energy	-8.8	eV
total charge	+1
strongest force on any atom	0.1227	Eh/bohr

The geometry in XYZ format:
```
15
Properties=species:S:1:pos:R:3:forces:R:3
Na -3.165 0.087 -0.314 0.6305 -0.5670 -0.1744
Be -1.007 -1.575 3.240 2.2717 0.8626 -4.9397
N -1.446 -2.770 -0.122 3.6098 -2.6990 -2.2314
O -0.491 -3.536 -0.317 -0.8796 0.9264 0.1542
O -1.836 -2.588 1.028 -2.0330 1.4689 4.7061
O -2.036 -2.223 -1.036 -1.0979 1.3100 -0.6976
N 0.075 -0.213 1.359 -1.4462 1.9578 -5.3038
O 0.847 0.110 0.468 -0.6884 -0.5220 2.2346
O 0.381 -0.990 2.264 0.5074 -3.2797 5.3680
O -1.147 0.068 1.306 -0.8103 0.5652 0.8858
C 1.966 2.632 -1.427 0.3943 0.5198 -1.1447
Br 2.272 4.462 -0.768 -0.1042 -1.0506 -0.2655
Br 3.289 2.105 -2.812 -0.6468 0.4071 0.7193
Br 0.152 2.521 -2.235 0.8611 -0.1257 0.6772
H 2.147 1.911 -0.635 -0.5683 0.2262 0.0117
```
Forces are in eV/Å.

---

no.,M (g/mol)
1,100.12
2,388.30
3,77.13
4,748.77
5,98.14
6,408.74